No. 1
{
  "formula": "C31H43Cl2N2PY",
  "method": "ωB97M-V/def2-TZVPD",
  "symbols": ["H", "H", "C", "H", "N", "H", "C", "C", "H", "H", "H", "H", "H", "C", "C", "H", "H", "C", "H", "C", "H", "H", "H", "H", "H", "C", "H", "H", "H", "H", "C", "C", "H", "C", "H", "C", "H", "C", "H", "C", "P", "H", "C", "H", "C", "H", "C", "C", "H", "C", "C", "H", "H", "H", "H", "H", "C", "C", "C", "H", "H", "C", "Cl", "H", "H", "Y", "H", "H", "H", "C", "N", "C", "C", "H", "C", "C", "Cl", "H", "C", "C"],
  "coordinates": [[-2.782, 0.909, 2.031], [2.191, 5.355, -1.429], [-5.585, -4.251, 2.203], [1.097, 2.370, 1.382], [-4.148, -3.008, 0.769], [2.335, -1.674, -2.764], [3.961, 0.156, -1.013], [-0.928, -0.006, 4.833], [2.319, -1.119, -0.329], [-3.084, 2.296, 6.125], [-0.951, -1.830, -4.893], [-0.434, 4.239, 1.804], [-0.313, 1.719, -3.499], [2.617, -0.045, -0.285], [0.747, 2.326, -0.797], [3.517, -1.536, 2.001], [0.441, 0.780, -5.664], [1.283, 0.231, -3.141], [1.250, -2.869, -4.650], [-0.082, -1.275, -5.284], [-0.096, -0.665, 5.105], [-3.407, -3.969, -0.935], [0.173, -1.322, 2.764], [2.196, 3.033, -2.287], [6.023, -0.369, -0.772], [-0.861, -0.984, 2.569], [0.589, -1.678, -2.516], [2.753, 1.352, 1.429], [5.426, 0.742, 1.310], [5.893, -0.917, 1.680], [0.284, 2.542, 0.665], [-4.134, -4.041, -0.118], [-4.487, -2.437, 2.758], [1.882, 3.248, -1.255], [-5.053, -5.876, -0.715], [-2.609, 1.656, 5.380], [-0.517, 1.824, 0.888], [1.207, -1.780, -4.610], [4.923, -1.681, -0.476], [0.817, 5.007, 0.219], [1.451, 0.778, -1.385], [0.612, 4.823, -1.940], [5.068, -0.610, -0.302], [-0.165, 2.506, -1.403], [-2.469, 0.863, 3.090], [2.066, 0.667, -3.802], [1.380, 4.675, -1.174], [-1.393, -0.057, 3.470], [-3.861, 2.358, 3.758], [5.119, -0.307, 1.198], [-5.746, -5.217, 1.209], [-0.820, 0.115, -2.960], [-0.036, -1.485, -6.362], [2.762, 3.117, -0.608], [2.061, -1.406, -5.186], [3.885, -0.127, 2.950], [1.386, -1.305, -3.179], [-0.121, 0.645, -3.625], [-3.048, 1.684, 4.044], [3.889, -0.197, -2.052], [-6.130, -4.337, 3.136], [-4.981, -5.119, 0.052], [-2.446, 0.259, -0.761], [-1.150, 4.078, 0.222], [-1.280, 0.531, -5.424], [-2.277, -1.673, 0.862], [0.380, 6.017, 0.217], [1.664, -0.033, 1.674], [1.668, 5.029, 0.918], [-0.295, 0.231, -5.069], [-7.430, -7.193, 1.480], [-1.551, 0.806, 5.764], [-0.205, 3.978, 0.768], [4.213, 1.225, -1.062], [-6.675, -6.302, 1.375], [-4.739, -3.178, 1.988], [-0.424, -2.871, -0.333], [-1.221, 0.777, 6.800], [2.631, 0.273, 1.242], [3.774, -0.475, 1.921]],
  "atomic_forces_ev_per_a": [[0.131, 0.076, 0.554], [0.064, 0.370, 0.059], [0.707, 1.700, 1.205], [-0.185, 0.081, -0.220], [1.688, 1.027, 0.468], [-0.163, 0.145, -0.145], [0.568, -0.556, 0.924], [-0.405, 0.254, -0.538], [0.449, 0.403, -0.029], [0.111, -0.165, -0.226], [0.224, 0.164, 0.017], [0.009, -0.057, 0.042], [0.146, -0.161, -0.059], [0.531, -0.706, -0.535], [0.681, 0.118, -0.979], [0.024, -0.056, -0.166], [0.005, 0.026, -0.151], [0.417, 0.408, 0.517], [-0.015, -0.084, -0.050], [-0.080, -0.056, 0.182], [-0.346, 0.270, -0.028], [-0.517, -0.039, 0.101], [-0.526, -0.024, 0.296], [-0.138, -0.021, 0.335], [0.212, 0.008, 0.097], [0.400, -0.242, -0.480], [0.230, -0.049, -0.236], [0.046, -0.264, -0.159], [0.055, -0.017, 0.043], [-0.130, 0.086, -0.020], [0.378, -0.394, -0.556], [-1.082, -1.292, -0.221], [-0.437, -0.220, -0.165], [-0.865, 1.779, 0.368], [0.171, -0.132, 0.024], [0.137, -0.196, -0.062], [0.209, 0.166, -0.004], [0.025, 0.062, -0.346], [-0.094, -0.079, 0.145], [0.166, -0.131, 0.177], [-2.636, -2.011, 1.319], [-0.113, -0.054, 0.028], [0.241, -0.200, -0.085], [0.441, -0.038, 0.039], [0.787, -0.987, 0.454], [-0.336, -0.123, 0.160], [0.061, 0.594, 0.186], [-0.401, 1.187, 1.008], [0.296, -0.182, 0.088], [-0.059, 0.218, -0.092], [-1.806, -1.483, 0.369], [-0.008, 0.223, -0.254], [-0.034, -0.016, 0.202], [-0.160, -0.090, -0.070], [0.052, -0.063, -0.119], [-0.049, 0.053, 0.044], [-0.478, 0.276, 0.257], [0.208, -0.381, 0.505], [0.041, -0.006, 0.185], [-0.079, 0.132, 0.240], [0.164, -0.040, 0.032], [1.634, 0.847, -1.530], [-0.361, 0.110, 0.179], [0.047, -0.043, -0.083], [-0.104, -0.021, -0.106], [0.683, 0.208, -1.420], [0.072, -0.274, 0.062], [0.268, 0.227, -0.179], [-0.129, 0.061, -0.080], [0.098, -0.141, -0.259], [1.108, 1.289, -0.100], [-0.222, 0.139, -0.282], [-0.023, 0.596, -0.226], [-0.150, -0.133, 0.109], [-0.554, -0.610, 0.012], [-1.245, -1.255, 0.188], [-0.131, -0.328, 0.039], [-0.063, 0.117, -0.118], [-0.089, 0.285, -0.801], [0.222, -0.287, -0.081]],
  "molar_mass_g_mol": 634.49,
  "orbital_gap_ev": [4.7, 5.9],
  "charge": -1,
  "energy_ha": -2616.7079,
  "fmax_ev_per_a": 3.6,
  "de_lowest_kcal_mol": 49.1
}

No. 2
{
  "formula": "C31H43Cl2O2P3Re",
  "method": "ωB97M-V/def2-TZVPD",
  "symbols": ["H", "H", "O", "C", "C", "H", "H", "H", "C", "H", "H", "H", "H", "H", "C", "H", "C", "H", "C", "C", "H", "H", "H", "H", "C", "H", "H", "C", "H", "H", "C", "H", "C", "C", "H", "C", "C", "H", "P", "H", "C", "H", "C", "H", "Cl", "H", "C", "H", "C", "H", "H", "C", "H", "C", "P", "C", "H", "H", "C", "H", "Cl", "C", "O", "Re", "H", "C", "H", "P", "C", "H", "C", "C", "H", "H", "C", "C", "C", "H", "H", "C", "H", "H"],
  "coordinates": [[1.690, 4.042, 0.798], [-2.599, -0.542, -1.587], [1.230, 1.811, -0.047], [-0.770, 2.017, -2.975], [-0.575, -2.111, -3.395], [-3.681, 3.595, -2.264], [2.988, -0.678, 1.832], [0.142, -5.433, -3.690], [1.966, -0.158, -4.587], [-1.194, 4.051, 0.282], [4.758, -2.379, 4.585], [-1.502, 5.254, 1.581], [-1.309, 3.277, 4.389], [2.620, -0.073, -1.183], [4.203, 0.570, -4.168], [-2.528, 0.255, 4.079], [-2.821, -2.153, 1.157], [-3.069, -1.326, 0.486], [0.072, 1.246, 0.615], [0.050, 1.801, 2.048], [3.481, -1.150, 4.735], [-2.158, -2.429, 4.855], [-3.750, -2.631, 1.482], [4.828, 0.711, -2.113], [-1.117, 0.690, -2.646], [-2.211, -1.089, -4.372], [-4.237, 1.350, -1.368], [-0.370, 3.785, 4.115], [0.222, 2.195, -3.398], [-2.222, -2.885, 0.609], [1.501, 4.275, 1.854], [-3.395, -3.110, 3.713], [0.180, 0.851, 3.020], [3.388, -2.331, 2.977], [3.306, 0.304, -6.160], [0.038, -3.351, -3.082], [0.129, -0.158, 0.910], [-3.958, -0.428, 3.250], [-1.928, -1.563, 2.633], [3.966, -2.737, 2.143], [4.174, -1.639, 4.045], [-1.440, 4.023, -3.279], [-2.042, -3.159, -5.016], [0.480, 3.379, 4.687], [0.790, -1.621, 4.948], [-2.822, -3.054, -5.762], [3.994, 0.470, -2.786], [0.788, -3.421, -2.284], [-2.348, -2.832, 3.858], [2.704, -3.087, 3.370], [-0.457, 4.871, 4.266], [-1.708, -2.053, -4.250], [-1.612, -5.212, -5.426], [0.327, -1.481, 0.821], [-0.058, 3.582, 2.371], [-2.351, 0.454, -1.976], [1.431, 5.357, 2.011], [-2.846, 0.665, 2.382], [1.718, -0.207, -3.194], [0.451, -1.985, -0.104], [0.484, -3.827, 2.448], [-0.348, -4.468, -3.837], [2.504, -1.325, 2.392], [0.340, -1.248, 2.635], [5.154, 0.893, -4.568], [-2.913, -0.128, 3.131], [-2.336, 3.672, 1.621], [-0.025, -0.461, -3.451], [-1.350, -4.359, -4.808], [-1.693, -3.694, 3.698], [3.182, 0.249, -5.079], [2.752, 0.070, -2.272], [-0.828, 1.450, 0.015], [4.845, -0.893, 3.611], [-2.950, 2.787, -2.316], [-1.402, 4.185, 1.354], [-3.259, 1.511, -1.833], [2.308, 3.866, 2.474], [0.292, 1.149, 4.101], [-1.701, 3.041, -2.885], [1.108, -0.429, -5.245], [1.298, 1.541, -0.978]],
  "atomic_forces_ev_per_a": [[-0.153, 0.037, 0.360], [0.095, 0.368, -0.422], [-0.192, -0.158, 0.115], [-0.171, -0.279, -0.451], [-0.899, -0.453, -0.071], [0.139, -0.314, 0.016], [-0.415, -0.664, 0.578], [-0.207, 0.355, 0.111], [0.291, 0.085, 0.201], [0.059, 0.004, 0.381], [0.199, 0.050, 0.162], [-0.193, -0.131, -0.266], [0.399, 0.230, -0.070], [-0.018, 0.230, -0.786], [-0.683, -0.111, -0.397], [-0.081, -0.051, -0.043], [0.286, 0.041, -0.366], [0.084, -0.047, 0.110], [-0.072, 1.268, 0.280], [-0.043, -0.149, 0.589], [0.189, -0.131, -0.051], [-0.111, -0.118, -0.033], [0.145, 0.118, -0.013], [-0.491, -0.207, -0.238], [-0.537, 0.814, 0.606], [0.016, -0.369, -0.253], [0.436, -0.067, -0.105], [-0.054, 0.538, -0.047], [-0.328, 0.144, -0.092], [-0.036, 0.025, 0.122], [0.042, 0.717, 0.166], [0.052, -0.001, 0.275], [0.362, 0.715, 1.206], [-0.265, 0.266, 0.013], [0.289, 0.052, 0.344], [-0.015, 0.219, -0.677], [0.993, -4.511, -0.270], [0.081, 0.062, 0.019], [-2.270, -0.916, 0.940], [0.090, -0.114, 0.268], [0.225, -0.102, 0.105], [-0.148, -0.177, 0.248], [-0.155, -0.035, 0.447], [-0.365, 0.214, -0.171], [-0.282, 0.216, 0.185], [0.032, -0.296, 0.123], [-0.097, -0.117, 0.005], [-0.099, 0.037, -0.624], [-0.006, 0.035, -0.060], [0.314, 0.116, -0.116], [-0.025, -0.304, 0.364], [0.413, -0.580, -0.449], [0.148, 0.023, 0.136], [-0.503, 3.197, -7.445], [0.339, -2.436, -0.619], [0.152, 0.005, -0.510], [0.305, -0.044, -0.139], [0.006, -0.072, 0.025], [-0.071, 0.040, -1.281], [0.185, -1.440, -0.192], [-0.190, 1.049, -0.024], [0.056, 0.263, 0.549], [0.336, 0.738, -0.756], [1.491, 0.617, 4.742], [0.057, 0.008, 0.179], [-0.091, 0.209, 0.057], [0.288, 0.128, -0.044], [0.016, -0.443, 3.491], [-0.208, 0.401, -0.273], [-0.236, 0.186, 0.067], [0.740, 0.078, -0.130], [-0.246, -0.161, 0.052], [0.061, 0.293, 0.209], [0.079, -0.030, 0.101], [0.096, 0.057, -0.178], [-0.190, 0.573, 0.171], [0.194, -0.162, 0.134], [-0.229, 0.071, -0.137], [-0.326, -0.038, -1.055], [0.207, 0.110, 0.336], [1.086, 0.263, -0.120], [-0.370, -0.036, 0.386]],
  "molar_mass_g_mol": 797.72,
  "orbital_gap_ev": [6.9, 5.6],
  "charge": 2,
  "energy_ha": -3379.6017,
  "s2": 3.79,
  "multiplicity": 4,
  "fmax_ev_per_a": 8.1
}

No. 3
{
  "formula": "C31H43Cl2O2P3Zr",
  "method": "ωB97M-V/def2-TZVPD",
  "symbols": ["C", "H", "H", "H", "O", "H", "C", "C", "H", "Zr", "C", "H", "C", "C", "H", "H", "H", "H", "H", "C", "P", "C", "H", "C", "H", "H", "P", "O", "C", "Cl", "C", "H", "H", "H", "C", "H", "C", "C", "H", "H", "H", "C", "H", "H", "P", "C", "C", "H", "H", "C", "H", "C", "C", "H", "C", "H", "H", "H", "C", "H", "H", "H", "H", "C", "C", "C", "H", "C", "H", "H", "H", "C", "H", "H", "Cl", "H", "H", "C", "C", "C", "C", "H"],
  "coordinates": [[-5.688, 4.010, -0.657], [1.525, 4.664, 2.825], [-5.283, 4.873, -0.127], [2.420, -1.151, -2.005], [0.839, 4.058, -1.372], [4.448, 2.094, 1.432], [3.614, 4.571, -0.450], [0.400, 3.433, -0.140], [-1.219, 7.817, 0.193], [-0.509, 0.098, -0.199], [-2.054, 5.973, -0.520], [1.984, -0.640, -3.670], [-1.581, 1.600, -0.655], [-2.670, 4.761, -0.162], [0.062, 4.333, -1.898], [4.910, 3.639, 2.220], [1.299, -2.967, -3.377], [-3.283, 0.289, 3.547], [-0.837, 2.860, -3.274], [-4.822, 3.124, -1.309], [-1.227, 0.112, 2.308], [-0.195, 0.987, 3.525], [2.820, 5.047, -1.037], [-1.301, -1.572, 3.016], [2.810, 5.825, 2.365], [2.427, 0.786, 0.930], [2.905, 3.872, 1.029], [0.801, 0.135, -2.163], [-7.056, 3.780, -0.737], [1.131, -1.551, 0.575], [-1.452, 3.652, -3.711], [4.062, 3.770, -1.051], [-3.548, 0.492, 1.785], [1.334, 5.676, 1.362], [-2.434, 5.313, 2.182], [-3.811, 6.306, -5.337], [0.733, -2.198, -2.841], [4.078, 2.959, 1.996], [-1.708, -2.258, 2.265], [-0.094, 4.153, 0.535], [-2.580, 5.061, 3.233], [-2.896, 0.752, 2.628], [-2.871, 1.842, 2.742], [4.382, 5.295, -0.158], [-3.126, 3.586, -1.423], [2.055, 5.129, 1.982], [1.597, -0.973, -2.702], [-1.944, -1.566, 3.906], [-0.168, 2.057, 3.285], [1.592, 2.730, 0.493], [-1.740, 5.560, -6.527], [-1.841, 6.530, 1.820], [-1.660, 6.862, 0.475], [1.298, 0.964, -2.282], [-5.282, 1.969, -1.970], [-0.250, 3.849, -5.486], [-7.037, 0.887, -2.574], [-2.252, 0.850, -1.338], [-6.654, 1.756, -2.039], [-0.290, -1.907, 3.274], [-0.184, -1.997, -3.401], [-3.358, 3.494, 1.462], [-4.374, 5.346, -3.120], [-2.863, 4.434, 1.192], [-3.467, 5.040, -3.645], [-1.146, 4.185, -4.962], [-7.735, 4.486, -0.261], [-0.538, 2.344, -0.462], [0.470, -2.607, -1.860], [-1.921, 6.229, -1.576], [-0.595, 0.843, 4.538], [-3.147, 5.568, -4.889], [3.621, 2.618, 2.935], [-4.567, 1.275, -2.419], [-2.276, -1.439, -0.867], [-8.613, 2.498, -1.499], [-1.529, 7.236, 2.601], [-7.536, 2.664, -1.430], [-2.610, 4.107, -3.048], [1.577, 1.394, 0.560], [-1.986, 5.144, -5.546], [0.829, 0.597, 3.468]],
  "atomic_forces_ev_per_a": [[-0.319, -0.331, -0.379], [0.180, 0.085, -0.193], [-0.258, -0.168, -0.221], [-0.045, 0.024, -0.135], [-0.759, -0.295, 0.448], [-0.084, 0.263, 0.104], [0.457, 0.300, 0.058], [0.452, -0.003, -0.312], [-0.088, -0.182, 0.139], [6.767, -7.790, 0.905], [-0.184, -0.193, 0.097], [-0.052, -0.039, 0.153], [-3.152, 9.806, -3.836], [0.067, 0.548, -0.178], [0.284, 0.063, 0.290], [-0.024, -0.291, 0.068], [-0.075, 0.112, 0.069], [0.019, 0.250, -0.253], [-0.151, 0.259, -0.142], [-0.618, 0.699, -0.190], [-0.241, -0.415, 1.607], [0.207, 0.224, -0.124], [0.261, -0.071, 0.236], [0.024, -0.106, -0.273], [-0.268, 0.039, 0.039], [-0.408, 0.612, -0.003], [-1.465, -1.110, -0.746], [-0.279, 0.492, 0.186], [-0.087, -0.205, 0.113], [-0.195, -0.200, 0.178], [-0.516, 0.225, 0.103], [-0.044, 0.164, 0.175], [-0.007, 0.059, 0.243], [0.249, -0.122, 0.064], [-0.019, 0.063, -0.180], [0.216, -0.171, -0.027], [-0.081, -0.192, 0.072], [0.447, 0.158, 0.318], [0.034, 0.054, 0.225], [0.091, -0.048, -0.260], [0.022, 0.120, -0.262], [-0.278, 0.055, -0.080], [-0.024, -0.244, -0.012], [-0.026, -0.029, -0.242], [0.785, -2.781, 0.680], [0.351, 0.296, 0.312], [0.199, -0.156, -0.122], [0.212, -0.012, -0.204], [-0.019, -0.158, 0.097], [0.502, 0.578, 0.088], [-0.062, -0.189, 0.379], [0.137, 0.127, 0.139], [0.105, -0.071, 0.173], [-0.200, -0.384, 0.118], [-0.062, 0.538, 0.280], [-0.308, 0.100, 0.100], [0.038, 0.231, 0.206], [1.472, 1.346, 1.782], [-0.058, 0.086, 0.135], [-0.242, 0.074, -0.087], [0.136, 0.042, -0.004], [0.172, 0.374, -0.156], [0.237, -0.011, -0.214], [0.107, 0.030, -0.073], [0.348, 0.080, -0.277], [-0.056, 0.100, -0.032], [0.016, -0.265, -0.130], [-2.705, -2.924, -0.020], [0.020, 0.064, -0.218], [-0.058, -0.066, 0.398], [0.099, 0.013, -0.274], [0.092, -0.095, -0.127], [0.096, 0.099, -0.270], [-0.307, 0.215, 0.008], [0.011, 0.196, 0.091], [0.361, 0.033, 0.010], [-0.160, -0.328, -0.361], [0.070, 0.039, -0.037], [-0.389, 0.536, -0.263], [-0.766, -0.266, -0.135], [0.000, 0.006, 0.094], [-0.206, 0.037, 0.068]],
  "molar_mass_g_mol": 702.74,
  "orbital_gap_ev": [5.6, 5.6],
  "charge": 2,
  "energy_ha": -3348.4488,
  "fmax_ev_per_a": 11.0,
  "de_lowest_kcal_mol": 108.5
}